ORCA calculation (wB97M-V/def2-TZVPD) on C5H6MnO4S as an isolated structure in a non-equilibrium geometry.

Each line ends with the Mulliken spin population.
Geometry (Å):
O (2.5467, -4.0074, -1.2321)  -0.02
C (1.7128, -3.2009, -1.1254)  0.05
Mn (-0.3680, -1.1253, -0.8104)  4.65
C (-1.5348, -2.4136, -0.2462)  -0.06
C (-0.3507, -0.8658, -2.6261)  -0.03
O (-2.2674, -3.2017, 0.2060)  0.09
O (-0.2964, -0.6379, -3.7622)  0.11
C (-0.7916, 2.5464, 1.2387)  0.03
S (-0.6098, 0.9434, 0.3640)  0.02
C (1.2350, 0.8611, 0.5968)  0.01
O (-1.4826, 0.1041, 1.3182)  0.12
H (-0.2007, 3.2888, 0.7181)  0.00
H (-0.4729, 2.3762, 2.2547)  0.00
H (-1.8452, 2.7579, 1.2043)  0.00
H (1.4332, 0.8856, 1.6656)  0.00
H (1.6324, -0.0476, 0.1349)  0.00
H (1.6599, 1.7368, 0.1012)  0.00

The value obtained for the energy above the lowest of the compared OMol25 structures with the same formula, charge and spin is 34.0 kJ/mol. The value obtained for the HOMO energy (alpha / beta) is -0.682 / -0.682 Eh. Its spin multiplicity is 6. As for the expectation value of S²: 8.7690. Its calculated total energy is -55605.0672 eV. The calculation puts the LUMO energy (alpha / beta) at -0.3622 / -0.4306 Ha. Its charge is +2. The HOMO-LUMO gap (alpha / beta) comes out at 8.72 / 6.83 eV.


ORCA calculation (wB97M-V/def2-TZVPD) on C32H53N2SbSi3V as an isolated structure in a non-equilibrium geometry.

Each line ends with the Mulliken spin population.
Geometry (Å):
V (-0.0330, -0.0956, 0.0018)  2.90
C (1.6343, -0.5614, 1.5747)  0.07
C (1.3015, 0.6821, 2.1402)  0.04
C (1.7664, 1.7086, 1.2643)  -0.12
C (2.3361, 1.0934, 0.1456)  -0.03
C (2.2304, -0.3200, 0.2908)  0.14
C (3.1167, -1.3015, -0.4259)  -0.06
C (3.0869, 1.7433, -0.9762)  -0.01
C (1.8307, 3.1778, 1.5563)  0.00
C (0.6305, 0.8705, 3.4698)  -0.05
C (1.4192, -1.9122, 2.2031)  0.07
H (4.1627, -1.1791, -0.1263)  0.00
H (3.0910, -1.1891, -1.5148)  0.00
H (2.8418, -2.3334, -0.2004)  0.00
H (3.0698, 2.8304, -0.9052)  0.00
H (2.6822, 1.4736, -1.9551)  -0.01
H (4.1364, 1.4326, -0.9684)  0.00
H (2.8693, 3.4851, 1.7085)  0.00
H (1.2857, 3.4407, 2.4616)  0.00
H (1.4293, 3.7879, 0.7481)  0.00
H (0.4605, 1.9237, 3.6911)  0.00
H (1.2350, 0.4628, 4.2841)  0.00
H (-0.3429, 0.3751, 3.5118)  0.00
H (2.2925, -2.2378, 2.7797)  0.00
H (1.2298, -2.6895, 1.4586)  0.00
H (0.5688, -1.9097, 2.8885)  -0.01
C (-4.6631, 1.2219, -0.7384)  0.02
Sb (-2.9193, 0.5153, 0.2809)  0.01
C (-1.3160, 1.3214, -0.9843)  -0.11
C (-1.4170, 1.1288, -2.4638)  0.00
C (-0.3703, 0.4904, -3.1531)  0.08
C (-0.4163, 0.3496, -4.5263)  0.02
C (-1.5057, 0.8659, -5.2139)  0.00
C (-2.4880, 1.4982, -4.4727)  0.00
N (-2.4611, 1.6279, -3.1478)  0.00
Si (-1.2917, 3.1623, -0.5963)  0.01
C (-2.7798, 4.2183, -1.0848)  0.00
C (-1.1414, 3.4651, 1.2557)  0.02
C (0.1117, 3.8862, -1.6141)  0.01
C (-3.2132, -1.7260, -0.0589)  -0.03
C (-1.9511, -2.5089, -0.2771)  0.16
C (-1.9178, -3.8986, -0.0673)  -0.02
C (-0.8342, -4.6535, -0.4556)  0.02
C (0.2370, -4.0324, -1.0872)  0.02
C (0.1899, -2.6631, -1.1951)  0.17
N (-0.8345, -1.9150, -0.7486)  -0.23
Si (-4.0404, -2.1983, 1.6048)  -0.01
C (-4.8549, -3.8988, 1.6642)  0.00
C (-5.4304, -1.0160, 2.0501)  0.00
C (-2.7330, -2.1616, 2.9454)  0.00
Si (-4.3120, -2.1523, -1.5775)  0.01
C (-4.4299, -4.0003, -1.9300)  0.00
C (-3.5797, -1.4337, -3.1330)  0.00
C (-6.0968, -1.6192, -1.3554)  0.00
H (-4.5769, 2.3036, -0.7580)  0.00
H (-5.5472, 0.9402, -0.1685)  0.00
H (-4.7262, 0.8693, -1.7633)  0.00
H (0.4905, 0.1346, -2.5955)  -0.05
H (0.3920, -0.1426, -5.0536)  0.00
H (-1.5914, 0.7930, -6.2893)  0.00
H (-3.3531, 1.9241, -4.9726)  0.00
H (-3.5803, 4.2090, -0.3435)  0.00
H (-3.1884, 3.9484, -2.0569)  0.00
H (-2.4209, 5.2527, -1.1362)  0.00
H (-2.1381, 3.4463, 1.7048)  0.00
H (-0.7309, 4.4633, 1.4329)  0.00
H (-0.5272, 2.7383, 1.7859)  0.01
H (-0.2257, 3.9779, -2.6508)  0.00
H (0.9977, 3.2551, -1.6085)  0.00
H (0.3869, 4.8877, -1.2722)  0.00
H (-2.7777, -4.3813, 0.3683)  0.00
H (-0.8367, -5.7239, -0.2925)  0.00
H (1.0914, -4.5815, -1.4553)  0.00
H (1.0134, -2.1080, -1.6248)  -0.05
H (-5.5221, -4.1004, 0.8248)  0.00
H (-5.4690, -3.9161, 2.5697)  0.00
H (-4.1536, -4.7303, 1.7499)  0.00
H (-6.2179, -0.9900, 1.2949)  0.00
H (-5.1071, 0.0053, 2.2484)  0.00
H (-5.8798, -1.3948, 2.9733)  0.00
H (-1.9335, -2.8825, 2.7580)  0.00
H (-3.1841, -2.4095, 3.9098)  0.00
H (-2.2798, -1.1716, 3.0336)  0.01
H (-3.4893, -4.4256, -2.2799)  0.00
H (-5.1485, -4.0939, -2.7512)  0.00
H (-4.7999, -4.6134, -1.1074)  0.00
H (-2.5478, -1.7736, -3.2622)  0.00
H (-3.5687, -0.3472, -3.1634)  0.00
H (-4.1560, -1.7948, -3.9900)  0.00
H (-6.5921, -2.1893, -0.5664)  0.00
H (-6.6147, -1.8543, -2.2901)  0.00
H (-6.2427, -0.5590, -1.1575)  0.00

The value obtained for the energy above the lowest of the compared OMol25 structures with the same formula, charge and spin is 92.7 kJ/mol. The value obtained for the HOMO energy (alpha / beta) is -0.245 / -0.276 Eh. Its spin multiplicity is 4. As for the expectation value of S²: 3.7729. Its calculated total energy is -92884.2693 eV. The calculation puts the LUMO energy (alpha / beta) at 0.0055 / 0.0055 Ha. Its charge is 0. The HOMO-LUMO gap (alpha / beta) comes out at 6.83 / 7.66 eV.


ORCA calculation (wB97M-V/def2-TZVPD) on C43H34CaGeN3O3S as an isolated structure in a non-equilibrium geometry.

Each line ends with the Mulliken charge.
Geometry (Å):
Ca (0.9142, -0.0550, 1.2262)  2.13
O (-1.0923, -1.0717, 1.8334)  -0.57
C (-2.3831, -0.4753, 1.4871)  1.93
C (-2.0583, 1.0311, 0.9270)  0.32
O (-3.0307, 1.7163, 0.5901)  -0.73
O (-0.8045, 1.2956, 0.7290)  -0.93
C (-3.2150, -0.3774, 2.7473)  -0.18
C (-4.1598, -1.3237, 3.1503)  -0.04
C (-4.8058, -1.2785, 4.3798)  -1.03
C (-4.6625, -0.1975, 5.1937)  -0.39
C (-3.7789, 0.8201, 4.8466)  -0.80
C (-3.0794, 0.7055, 3.6633)  -0.34
C (-2.9861, -1.2594, 0.3246)  0.07
C (-2.2318, -1.9737, -0.5840)  0.32
C (-2.8243, -2.7431, -1.5895)  -0.95
C (-4.1923, -2.6129, -1.8582)  -0.47
C (-4.9347, -1.7676, -1.0146)  -0.89
C (-4.3669, -1.2710, 0.1709)  -0.52
H (-1.0550, -2.0057, 1.6216)  0.39
H (-4.2524, -2.2279, 2.5635)  0.44
H (-5.4611, -2.0845, 4.6645)  0.41
H (-5.2260, -0.1354, 6.0994)  0.42
H (-3.7387, 1.7166, 5.4505)  0.50
H (-2.5184, 1.5826, 3.3003)  0.36
H (-1.1696, -1.8325, -0.5618)  0.32
H (-2.1763, -3.3103, -2.2278)  0.46
H (-4.6313, -3.1261, -2.7146)  0.38
H (-5.9485, -1.4536, -1.2642)  0.36
H (-5.0351, -0.8527, 0.9262)  0.45
N (3.3518, 0.7860, 5.1253)  -0.07
C (2.2333, 0.6477, 5.9716)  -0.21
C (1.9525, 1.1603, 7.2013)  -0.50
C (0.6459, 1.1691, 7.6810)  -0.79
C (-0.3682, 0.6876, 6.8588)  -0.18
C (-0.1159, 0.1539, 5.6141)  -0.72
C (1.1942, 0.2703, 5.1286)  0.37
N (1.6321, 0.2001, 3.8037)  -0.29
C (2.9059, 0.5364, 3.8826)  -0.01
C (3.7880, 0.7746, 2.7243)  -0.01
C (5.1044, 1.1294, 2.6679)  -0.68
S (5.6510, 1.4929, 1.1348)  -0.27
C (4.1566, 0.9733, 0.5161)  -0.12
N (3.2578, 0.6579, 1.3898)  -0.44
H (4.3324, 0.8549, 5.4583)  0.28
H (2.7263, 1.6668, 7.7721)  0.31
H (0.4479, 1.6012, 8.6423)  0.38
H (-1.3776, 0.6649, 7.2118)  0.44
H (-0.8610, -0.4127, 5.0622)  0.38
H (5.7437, 1.3662, 3.4909)  0.31
H (4.0442, 0.8197, -0.5674)  0.44
C (1.3141, -0.6233, -1.1928)  -1.41
Ge (1.1002, 0.1145, -3.0535)  1.36
C (1.3425, -1.5260, -4.1073)  0.15
C (2.5463, -2.1341, -3.9051)  -0.54
C (2.7580, -3.4467, -4.4138)  -0.73
C (1.7235, -4.2188, -4.8751)  -0.67
C (0.4729, -3.5789, -5.0344)  -0.55
C (0.3217, -2.2686, -4.6410)  -0.22
C (-0.4861, 1.0512, -3.5749)  -0.24
C (-1.5665, 1.4070, -2.7094)  -0.16
C (-2.6786, 2.0384, -3.1682)  -0.49
C (-2.8609, 2.2013, -4.5304)  -0.42
C (-1.8225, 1.8113, -5.3986)  -0.72
C (-0.6316, 1.4104, -4.9172)  -0.17
C (2.6992, 1.2256, -3.3658)  0.31
C (3.6263, 0.9372, -4.3495)  -0.38
C (4.7310, 1.7513, -4.5268)  -0.51
C (4.9234, 2.8938, -3.7904)  -0.67
C (3.9476, 3.2064, -2.8639)  -0.47
C (2.9069, 2.3324, -2.5681)  -0.59
H (1.4569, -1.7292, -1.3459)  0.30
H (3.4195, -1.6065, -3.4800)  0.47
H (3.7555, -3.8603, -4.3023)  0.34
H (1.8609, -5.1973, -5.2225)  0.41
H (-0.3576, -4.1342, -5.5015)  0.35
H (-0.6826, -1.8109, -4.6536)  0.38
H (-1.4520, 1.2296, -1.6613)  0.26
H (-3.3535, 2.4019, -2.4589)  0.60
H (-3.8238, 2.5419, -4.8875)  0.35
H (-1.9098, 1.9519, -6.4542)  0.39
H (0.2286, 1.3654, -5.5986)  0.31
H (3.4483, 0.0793, -5.0000)  0.34
H (5.3712, 1.4835, -5.3330)  0.40
H (5.8220, 3.4689, -3.9863)  0.39
H (4.0260, 4.1300, -2.3126)  0.37
H (2.2826, 2.4688, -1.6661)  0.42

The value obtained for the energy above the lowest of the compared OMol25 structures with the same formula, charge and spin is 70.1 kJ/mol. The value obtained for the HOMO energy (alpha / beta) is -0.059 / -0.167 Eh. Its calculated total energy is -141545.7660 eV. The calculation puts the LUMO energy (alpha / beta) at 0.0870 / 0.0865 Ha. Its charge is -1. The HOMO-LUMO gap (alpha / beta) comes out at 3.99 / 6.90 eV.


ORCA calculation (wB97M-V/def2-TZVPD) on a 2-piece molecular cluster, C4H7NO3 overall in a non-equilibrium geometry.

Each line ends with the natural charge from an NBO analysis.
Geometry (Å):
C (2.9121, -0.3600, 0.5419)  0.72
C (2.5741, -1.5551, 0.2764)  -0.79
C (-1.4710, 2.0457, -0.1853)  -0.63
C (-1.0131, 0.5989, 0.1914)  -0.03
N (-1.3143, -0.4402, -0.4113)  0.37
O (-0.9161, -1.6476, 0.2780)  -0.60
O (3.1140, 0.7738, 0.7033)  -0.47
O (-1.7773, -0.6484, -1.4978)  -0.49
H (3.1430, -2.3111, -0.0763)  0.25
H (-1.3319, -2.4553, -0.2542)  0.50
H (1.4885, -1.5795, 0.1109)  0.28
H (-1.8634, 2.0148, -1.1843)  0.24
H (-2.3423, 2.2798, 0.5138)  0.22
H (-0.7434, 2.7528, -0.1086)  0.22
H (-0.4589, 0.5312, 1.1022)  0.21

The value obtained for the energy above the lowest of the compared OMol25 structures with the same formula, charge and spin is 624.2 kJ/mol. The value obtained for the HOMO energy is -0.340 Eh. As for the SMILES: C/C=[N+](\[O-])O.C=C=O. Its calculated total energy is -11888.8082 eV. The calculation puts the LUMO energy at 0.0252 Ha. Its charge is 0. The HOMO-LUMO gap comes out at 9.95 eV.


ORCA calculation (wB97M-V/def2-TZVPD) on C33H32N4OsP2S2Se as an isolated structure.

Each line ends with the Mulliken charge.
Geometry (Å):
Os (0.3143, 0.5671, 1.0082)  0.14
C (5.1380, -6.9589, -0.1039)  -0.95
S (4.4255, -5.3206, -0.3370)  0.09
C (4.0213, -4.9351, 1.3864)  -1.15
C (3.3992, -3.5469, 1.4800)  -0.63
C (2.1105, -3.4465, 0.6764)  -0.16
N (1.4728, -2.1352, 0.8098)  0.74
P (0.1562, -1.5128, 1.6221)  0.85
C (-1.0471, -2.7128, 2.1119)  0.73
C (-2.3516, -2.5804, 1.6447)  -0.05
C (-3.3090, -3.4990, 2.0454)  -0.72
C (-2.9580, -4.5385, 2.8954)  -0.55
C (-1.6535, -4.6676, 3.3612)  -0.79
C (-0.6916, -3.7498, 2.9794)  -0.50
C (0.7812, -0.5387, 3.0463)  0.07
C (2.1489, -0.2882, 3.2409)  -0.13
C (2.5789, 0.4181, 4.3539)  -0.92
C (1.6528, 0.8467, 5.2920)  -0.44
C (0.2886, 0.5958, 5.1268)  -0.74
C (-0.1467, -0.0824, 4.0106)  -0.49
P (1.0624, -0.9949, -2.1658)  -0.19
C (2.3364, -2.0924, -2.8633)  0.54
C (2.0178, -3.1895, -3.6608)  -0.35
C (3.0299, -3.9275, -4.2596)  -0.68
C (4.3571, -3.5795, -4.0669)  -0.58
C (4.6793, -2.4743, -3.2901)  -0.74
C (3.6754, -1.7256, -2.7021)  -0.33
C (-0.4194, -2.0191, -1.9340)  0.96
C (-1.6462, -1.3737, -2.1041)  -0.46
C (-2.8357, -2.0858, -2.0452)  -0.81
C (-2.8094, -3.4543, -1.8212)  -0.64
C (-1.5970, -4.1075, -1.6392)  -0.96
C (-0.4099, -3.3964, -1.6915)  0.20
H (5.4315, -7.3230, -1.0859)  0.36
H (4.4076, -7.6441, 0.3223)  0.28
H (6.0213, -6.9097, 0.5300)  0.31
H (4.9284, -4.9732, 1.9900)  0.52
H (3.3297, -5.6899, 1.7699)  0.43
H (4.1110, -2.8021, 1.1106)  0.33
H (3.1953, -3.3102, 2.5288)  0.27
H (1.3876, -4.2011, 0.9986)  0.34
H (2.3074, -3.6228, -0.3810)  -0.25
H (-2.6082, -1.7717, 0.9703)  0.44
H (-4.3276, -3.4050, 1.6943)  0.48
H (-3.7082, -5.2531, 3.2065)  0.44
H (-1.3935, -5.4758, 4.0309)  0.46
H (0.3193, -3.8301, 3.3626)  0.49
H (2.8699, -0.6609, 2.5237)  0.36
H (3.6314, 0.6195, 4.4964)  0.48
H (1.9925, 1.3772, 6.1722)  0.45
H (-0.4171, 0.9240, 5.8779)  0.50
H (-1.2032, -0.2836, 3.8700)  0.49
H (0.9865, -3.4652, -3.8369)  0.52
H (2.7747, -4.7756, -4.8805)  0.44
H (5.1426, -4.1606, -4.5305)  0.44
H (5.7136, -2.1911, -3.1502)  0.43
H (3.9403, -0.8498, -2.1203)  0.40
H (-1.6725, -0.3125, -2.3196)  0.19
H (-3.7778, -1.5785, -2.2053)  0.46
H (-3.7345, -4.0158, -1.7996)  0.45
H (-1.5763, -5.1767, -1.4712)  0.49
H (0.5261, -3.9281, -1.6007)  0.51
S (1.8493, -0.7424, -0.1406)  -0.44
Se (-1.1512, 3.8269, 2.6564)  0.39
N (-1.3641, 4.8624, 1.2525)  -0.70
C (-1.0669, 4.1711, 0.1654)  0.39
C (-1.1214, 4.5563, -1.2106)  -0.54
C (-0.7922, 3.6094, -2.1327)  -0.95
C (-0.3848, 2.2871, -1.7621)  0.09
N (-0.3316, 1.8951, -0.5136)  0.01
C (-0.6802, 2.8351, 0.4234)  0.68
N (-0.6570, 2.4169, 1.6705)  -0.22
H (-1.4168, 5.5577, -1.4923)  0.49
H (-0.8177, 3.8432, -3.1875)  0.44
H (-0.0728, 1.5731, -2.5145)  0.47

The value obtained for the HOMO energy is -0.460 Eh. Its calculated total energy is -148747.4666 eV. The calculation puts the LUMO energy at -0.2637 Ha. Its charge is +2. The HOMO-LUMO gap comes out at 5.35 eV.


ORCA calculation (wB97M-V/def2-TZVPD) on a 2-piece molecular cluster, C13H31B2IN2O3 overall in a non-equilibrium geometry.

Each line ends with the natural charge from an NBO analysis.
Geometry (Å):
C (-1.3452, 1.1927, -1.0131)  -0.42
N (-2.0364, 1.9696, -2.0236)  -0.53
C (-1.8466, 3.4051, -1.8902)  -0.41
C (-3.4750, 1.6496, -2.0021)  0.75
O (-4.0027, 1.2980, -3.0411)  -0.56
C (-4.1944, 1.8099, -0.7007)  -0.78
B (-5.3999, 0.7116, -0.4131)  -0.38
I (-4.7376, -1.3862, -0.8899)  -0.30
B (-6.8211, 1.1947, -1.2000)  0.95
O (-7.1817, 0.8840, -2.4954)  -0.92
O (-7.7483, 2.0249, -0.5333)  -0.94
H (-0.5219, 0.6028, -1.4246)  0.16
H (-1.9953, 0.5049, -0.4827)  0.23
H (-0.9048, 1.8721, -0.2769)  0.16
H (-0.7919, 3.6490, -1.8275)  0.18
H (-2.3296, 3.8097, -0.9947)  0.17
H (-2.2870, 3.8916, -2.7523)  0.21
H (-4.6406, 2.8052, -0.7539)  0.25
H (-3.5252, 1.8157, 0.1540)  0.21
H (-5.5936, 0.7246, 0.7823)  -0.01
H (-6.4036, 0.6670, -3.0127)  0.50
H (-7.8106, 2.8600, -0.9920)  0.47
C (2.5001, 1.8216, 0.5659)  -0.62
C (2.6684, 0.8942, -0.6391)  -0.43
C (2.2244, -0.5514, -0.4749)  -0.21
N (2.9405, -1.3967, 0.5593)  -0.21
C (2.6690, -2.8357, 0.1739)  -0.21
C (3.1399, -3.8430, 1.2057)  -0.43
C (2.5470, -3.5510, 2.5782)  -0.40
C (2.8445, -2.1127, 2.9818)  -0.43
C (2.3616, -1.1318, 1.9280)  -0.22
C (4.4011, -1.1327, 0.5229)  -0.42
H (3.2538, 1.6535, 1.3374)  0.19
H (2.6126, 2.8564, 0.2480)  0.24
H (1.5107, 1.7194, 1.0136)  0.22
H (3.6962, 0.9474, -1.0032)  0.21
H (2.0541, 1.2962, -1.4467)  0.26
H (2.3695, -1.0607, -1.4274)  0.23
H (1.1643, -0.6061, -0.2297)  0.24
H (1.5901, -2.9087, 0.0342)  0.23
H (3.1574, -2.9940, -0.7858)  0.23
H (2.8400, -4.8353, 0.8683)  0.25
H (4.2308, -3.8615, 1.2600)  0.21
H (2.9466, -4.2433, 3.3178)  0.23
H (1.4646, -3.7066, 2.5509)  0.22
H (3.9134, -1.9810, 3.1689)  0.21
H (2.3402, -1.8727, 3.9177)  0.25
H (2.6252, -0.1153, 2.1992)  0.24
H (1.2794, -1.1957, 1.8186)  0.23
H (4.5879, -0.1203, 0.8660)  0.23
H (4.7463, -1.2584, -0.4999)  0.23
H (4.9134, -1.8308, 1.1740)  0.23

The value obtained for the energy above the lowest of the compared OMol25 structures with the same formula, charge and spin is 0.0 kJ/mol. The value obtained for the HOMO energy is -0.224 Eh. Its calculated total energy is -32560.3051 eV. The calculation puts the LUMO energy at -0.0327 Ha. Its charge is 0. The HOMO-LUMO gap comes out at 5.20 eV.